Density functional theory data (wB97M-V/def2-TZVPD) for a molecular structure, C30H33ClN5O2Pd at a distorted geometry.

Its energy above the lowest of the compared OMol25 structures with the same formula, charge and spin is 2.6 kcal per mole. Its spin multiplicity is 5. For the calculated total energy, the calculation gives -59184.6851 eV. The charge is +1. The value obtained for the HOMO energy (alpha / beta) is -10.77 / -10.80 eV.

Cartesian coordinates (Å):
Pd  0.014  0.208  0.170
C  -0.584  0.377  3.212
C  0.301  1.590  3.540
C  0.538  2.521  2.376
C  0.499  3.907  2.586
C  0.729  4.772  1.501
C  0.792  4.276  0.239
C  0.674  2.804  0.004
N  0.799  1.993  1.210
N  0.058  -0.649  2.390
C  1.297  -1.161  2.986
C  2.555  -0.847  2.199
C  3.789  -1.231  2.718
C  4.933  -1.004  1.970
C  4.805  -0.404  0.727
C  3.537  -0.053  0.294
N  2.440  -0.266  1.012
C  -0.840  -1.768  2.079
C  -0.145  -2.672  1.088
C  -0.265  -4.055  1.080
C  0.456  -4.781  0.143
C  1.281  -4.107  -0.745
C  1.338  -2.723  -0.671
N  0.636  -2.039  0.217
H  -1.481  0.719  2.678
H  -0.911  -0.061  4.169
H  1.271  1.272  3.929
H  -0.201  2.149  4.333
H  0.331  4.311  3.570
H  0.848  5.828  1.681
H  0.966  4.915  -0.611
H  1.475  2.487  -0.699
H  1.239  -2.253  3.060
H  1.417  -0.795  4.010
H  3.852  -1.704  3.685
H  5.902  -1.292  2.349
H  5.670  -0.214  0.111
H  3.385  0.408  -0.675
H  -1.758  -1.382  1.613
H  -1.110  -2.332  2.985
H  -0.902  -4.554  1.794
H  0.379  -5.859  0.111
H  1.870  -4.634  -1.480
H  1.951  -2.138  -1.346
C  -1.321  3.446  -2.404
C  -1.693  2.936  -0.995
C  -2.838  1.916  -1.093
C  -2.168  4.116  -0.123
N  -0.576  2.236  -0.459
H  -2.202  3.868  -2.883
H  -0.944  2.615  -2.999
H  -0.547  4.206  -2.344
H  -3.745  2.401  -1.441
H  -3.026  1.472  -0.113
H  -2.582  1.119  -1.786
H  -3.125  4.474  -0.492
H  -1.463  4.941  -0.150
H  -2.297  3.793  0.908
Cl  -3.102  -4.463  -6.260
C  -2.469  -3.448  -5.021
C  -2.658  -2.075  -5.090
C  -2.138  -1.260  -4.101
C  -1.450  -1.814  -3.031
C  -1.289  -3.193  -2.957
C  -1.786  -4.013  -3.953
C  -0.952  -0.975  -1.891
O  0.078  -0.278  -2.016
O  -1.600  -1.030  -0.821
H  -3.214  -1.646  -5.908
H  -2.289  -0.191  -4.156
H  -0.777  -3.628  -2.112
H  -1.659  -5.082  -3.898


Density functional theory data (wB97M-V/def2-TZVPD) for a gas-phase ion, C10H25N2O2 (charge +1).

Its SMILES is CC[C@@H](CO)NCC[NH2+][C@@H](CC)CO. Its energy above the lowest of the compared OMol25 structures with the same formula, charge and spin is 3.4 kcal per mole. For the calculated total energy, the calculation gives -17844.9488 eV. The charge is +1. The value obtained for the HOMO energy is -12.93 eV.

Cartesian coordinates (Å):
C  0.983  3.562  -3.046
C  0.009  2.438  -2.715
C  0.440  1.593  -1.511
C  0.376  2.372  -0.190
O  0.715  1.476  0.860
N  -0.376  0.397  -1.332
C  -0.038  -0.811  -2.062
C  -0.165  -1.966  -1.044
N  0.333  -1.418  0.232
C  -0.280  -1.924  1.488
C  0.745  -1.821  2.618
C  0.272  -2.460  3.920
C  -1.546  -1.113  1.779
O  -2.427  -1.228  0.681
H  1.005  4.311  -2.260
H  1.988  3.171  -3.184
H  0.680  4.052  -3.967
H  -0.983  2.855  -2.525
H  -0.069  1.773  -3.579
H  1.475  1.262  -1.651
H  1.076  3.209  -0.225
H  -0.638  2.762  -0.036
H  0.878  1.993  1.656
H  -1.364  0.614  -1.383
H  -0.678  -1.003  -2.926
H  0.994  -0.738  -2.414
H  0.388  -2.851  -1.355
H  -1.217  -2.216  -0.908
H  0.084  -0.358  0.042
H  1.349  -1.492  0.294
H  -0.560  -2.971  1.333
H  1.658  -2.334  2.302
H  0.987  -0.771  2.789
H  -0.046  -3.486  3.752
H  -0.551  -1.907  4.361
H  1.087  -2.472  4.638
H  -2.008  -1.500  2.691
H  -1.269  -0.061  1.938
H  -3.307  -0.940  0.942


Density functional theory data (wB97M-V/def2-TZVPD) for a single CH8O4Si2 molecule at a distorted geometry.

Its SMILES is C[SiH2]O[Si](O)(O)O. Its energy above the lowest of the compared OMol25 structures with the same formula, charge and spin is 22.3 kcal per mole. For the calculated total energy, the calculation gives -25116.9636 eV. The charge is 0. The value obtained for the HOMO energy is -9.71 eV.

Cartesian coordinates (Å):
C  2.002  -0.092  -1.023
Si  1.691  0.127  0.862
O  0.153  -0.188  1.091
Si  -1.600  -0.106  0.151
O  -1.714  -1.572  -0.438
O  -1.472  1.227  -0.828
O  -2.616  0.403  1.279
H  2.944  -0.516  -1.318
H  1.119  -0.652  -1.417
H  1.710  0.806  -1.609
H  2.283  -0.809  1.812
H  1.910  1.523  1.105
H  -1.820  -1.967  -1.334
H  -1.515  1.982  -0.254
H  -3.073  -0.165  1.920


Density functional theory data (wB97M-V/def2-TZVPD) for a molecular structure, C22H51BBeN4O2Si2 at a distorted geometry.

Its energy above the lowest of the compared OMol25 structures with the same formula, charge and spin is 0.0 kcal per mole. For the calculated total energy, the calculation gives -50533.9461 eV. The charge is 0. The value obtained for the HOMO energy is -8.66 eV.

Cartesian coordinates (Å):
O  -0.381  -1.834  0.789
O  -2.491  -0.598  -3.366
C  0.569  -2.682  0.119
C  1.081  -3.870  0.915
H  1.396  -1.995  -0.104
H  0.140  -3.039  -0.836
H  1.503  -3.581  1.886
H  1.885  -4.321  0.324
H  0.318  -4.645  1.061
C  -1.455  -2.529  1.468
C  -2.418  -3.147  0.472
H  -1.950  -1.776  2.095
H  -1.010  -3.295  2.122
H  -2.774  -2.370  -0.216
H  -3.281  -3.591  0.976
H  -1.917  -3.931  -0.111
C  -3.584  0.322  -3.574
C  -2.425  -1.671  -4.325
C  -4.756  0.046  -2.647
H  -3.929  0.285  -4.625
H  -3.174  1.319  -3.356
H  -5.214  -0.927  -2.859
H  -5.514  0.817  -2.809
H  -4.457  0.075  -1.591
C  -3.685  -2.515  -4.444
H  -1.588  -2.295  -3.988
H  -2.174  -1.259  -5.320
H  -4.018  -2.906  -3.474
H  -3.462  -3.366  -5.096
H  -4.510  -1.957  -4.905
H  -0.660  0.488  -2.320
Be  0.763  0.125  2.459
C  -0.114  1.474  -2.426
Si  0.840  1.906  -4.033
H  -0.881  2.255  -2.323
H  0.583  1.524  -1.581
C  1.710  0.365  -4.648
C  2.145  3.245  -3.726
C  -0.238  2.596  -5.423
C  2.185  -0.120  1.621
Si  3.546  0.850  2.484
H  1.977  0.163  0.577
H  2.520  -1.171  1.578
C  4.230  2.155  1.313
C  4.912  -0.351  3.008
C  2.968  1.722  4.061
H  0.386  2.848  -6.296
H  -0.765  3.514  -5.125
H  -0.985  1.858  -5.746
H  2.512  0.081  -3.952
H  2.153  0.537  -5.641
H  0.992  -0.463  -4.720
H  2.708  3.072  -2.798
H  1.695  4.247  -3.665
H  2.871  3.271  -4.552
H  5.108  -1.078  2.208
H  4.630  -0.915  3.909
H  5.852  0.180  3.222
H  2.665  1.003  4.835
H  2.114  2.393  3.893
H  3.789  2.327  4.479
H  5.108  2.653  1.750
H  3.467  2.917  1.098
H  4.526  1.693  0.361
B  -0.917  1.471  4.670
N  -1.077  1.903  3.178
C  -1.876  2.852  2.657
C  -1.747  2.824  1.266
C  -0.864  1.778  0.994
N  -0.403  1.266  2.145
N  -0.266  0.067  4.886
C  -0.267  -0.663  6.015
C  0.422  -1.849  5.775
C  0.841  -1.794  4.439
N  0.454  -0.611  3.911
H  -2.035  1.435  5.177
H  -0.331  2.324  5.303
H  -2.476  3.478  3.289
H  -2.212  3.477  0.556
H  -0.555  1.375  0.036
H  -0.749  -0.303  6.913
H  0.618  -2.642  6.470
H  1.401  -2.517  3.856